No. 1
Formula: C22H32FN3O2
Source: the OMol25 dataset
Level of theory: ωB97M-V with the def2-TZVPD basis set

## Properties
Orbital gap (eV): 9.541
Energy relative to the best compared isomer or geometry (same formula, charge and spin) (kcal/mol): 1.9
Calculated total energy (a.u.): -1272.1745
Spin multiplicity: 1
Lowest unoccupied orbital energy (eV): 0.721
SMILES: CN(CCCC1CCCC1)C(=O)C[C@H]1C(=O)NCCN1Cc1ccc(F)cc1

Cartesian coordinates (Å):
F  3.55283  -1.27668  0.36411
O  -4.82155  0.13037  -0.80545
O  -2.25962  0.12481  2.86285
N  -0.96499  1.57879  1.74477
N  -4.89518  -2.08493  -1.04948
N  -2.68195  -2.43349  0.55873
C  -0.41810  2.09094  2.98203
C  -0.47321  2.20344  0.53710
C  2.26990  -1.57770  0.67066
C  3.83513  2.02333  -0.85820
C  4.52543  2.10527  -3.17813
C  -3.68103  -3.48117  0.49523
C  -1.74300  -2.61808  1.66220
C  0.15518  -2.45440  0.02540
C  1.46227  -2.14159  -0.30038
C  -4.36742  -3.41166  -0.86186
C  1.80096  -1.30588  1.94183
C  -3.33408  -1.13017  0.59635
C  1.30614  2.25616  -1.25528
C  3.00598  2.21546  -3.14641
C  -0.34205  -2.20286  1.29902
C  0.82182  1.57052  0.01952
C  0.48908  -1.62191  2.24811
C  4.92268  2.58610  -1.78515
C  -4.39872  -0.96604  -0.49059
C  -2.35111  0.03776  0.46144
C  -1.85902  0.56558  1.79778
C  2.62850  1.67983  -1.75859
H  3.56198  2.75455  -0.09747
H  1.59239  1.63990  0.78843
H  -5.18524  -4.13600  -0.91399
H  4.81995  1.06342  -3.31250
H  2.71172  3.26359  -3.22957
H  0.65268  0.51143  -0.17941
H  -3.87317  -0.99371  1.55670
H  0.66455  1.95432  3.00706
H  -0.49791  -2.89635  -0.71130
H  4.90985  3.67704  -1.76139
H  2.45801  -0.86026  2.67205
H  -3.19206  -4.45210  0.59554
H  -2.89769  0.84554  -0.03575
H  -1.51262  -0.26081  -0.16558
H  -5.57739  -1.94084  -1.78098
H  -0.64767  3.15335  3.08824
H  1.86047  -2.33557  -1.28426
H  2.52718  0.59228  -1.81898
H  -2.06689  -2.08101  2.56201
H  -0.87126  1.54261  3.80493
H  -3.63995  -3.64678  -1.65024
H  -1.23656  2.16268  -0.24129
H  4.97661  2.69876  -3.97232
H  -4.43676  -3.38469  1.29495
H  1.42615  3.32690  -1.07230
H  2.52270  1.65943  -3.94870
H  -0.28985  3.25865  0.76462
H  0.54707  2.13675  -2.03267
H  0.10506  -1.41437  3.23509
H  -1.70837  -3.68492  1.90908
H  4.19279  1.13035  -0.34873
H  5.91937  2.25403  -1.49886

***

No. 2
Formula: C5H4LiO7
Source: the OMol25 dataset
Level of theory: ωB97M-V with the def2-TZVPD basis set

## Properties
Orbital gap (eV): 4.911
Energy relative to the best compared isomer or geometry (same formula, charge and spin) (kcal/mol): 0.0
Calculated total energy (a.u.): -727.2893
Spin multiplicity: 1
Net charge: -1
Lowest unoccupied orbital energy (eV): 1.846

Cartesian coordinates (Å):
O  0.16149  2.64054  -1.08930
O  0.64082  5.20973  1.26192
O  1.27226  4.55911  -1.38188
O  0.08700  0.07794  0.64639
O  0.87418  -1.99826  0.28842
O  -0.00796  3.09648  1.58372
O  -1.24355  -1.54974  -0.10131
C  0.46066  4.03739  0.88931
C  0.71952  3.69448  -0.67698
C  -1.15187  -2.97355  -0.29009
C  -0.06875  -1.06706  0.28857
C  0.35987  -3.22053  -0.26982
Li  -0.24907  1.57487  0.44658
H  0.65851  -4.04823  0.37933
H  0.78990  -3.34690  -1.26964
H  -1.67905  -3.46001  0.53818
H  -1.62396  -3.22627  -1.24339

***

No. 3
Formula: C7H13O
Source: the OMol25 dataset
Level of theory: ωB97M-V with the def2-TZVPD basis set

## Properties
Orbital gap (eV): 3.996
Energy relative to the best compared isomer or geometry (same formula, charge and spin) (kcal/mol): 173.5
Calculated total energy (a.u.): -349.4453
Spin multiplicity: 1
Net charge: -1
Lowest unoccupied orbital energy (eV): 1.989

Cartesian coordinates (Å):
O  0.93102  -1.50154  -3.64921
C  0.16562  -0.50550  -3.06854
C  -0.17444  0.58302  3.07206
C  0.51741  0.64611  0.63857
C  -0.44669  0.55263  1.68938
C  -1.38088  0.20714  4.00178
C  0.45524  -0.46018  -1.55953
C  -0.08238  0.72522  -0.81073
H  0.15405  -1.46974  -1.20639
H  0.89757  0.36780  3.29399
H  -1.16938  0.64143  -0.63598
H  1.52508  -0.58171  -1.45512
H  -0.93758  -0.51360  -3.30715
H  -1.79641  0.90143  4.73747
H  -1.49012  0.78150  1.37196
H  1.48370  0.84793  1.19338
H  2.29328  -0.79465  -1.38782
H  -1.18670  -0.77858  4.47933
H  -2.16759  -0.00079  3.24796
H  0.53381  0.46867  -3.53598
H  0.08890  1.65206  -1.38001

***

No. 4
Formula: C4H9NO2
Source: the OMol25 dataset
Level of theory: ωB97M-V with the def2-TZVPD basis set

## Properties
Orbital gap (eV): 10.905
Energy relative to the best compared isomer or geometry (same formula, charge and spin) (kcal/mol): 17.6
Calculated total energy (a.u.): -363.0574
Spin multiplicity: 1
Lowest unoccupied orbital energy (eV): 0.952
SMILES: CCNC(=O)OC

Cartesian coordinates (Å):
O  1.03815  -0.85178  1.09637
O  1.40199  0.50282  -0.67381
N  -0.51614  -0.59837  -0.58670
C  2.77379  0.12776  -0.68949
C  0.65583  -0.33854  0.07027
C  -2.01394  0.75404  0.78788
C  -1.72683  -0.62988  0.21091
H  -1.57066  -1.36556  1.00562
H  3.16522  0.53068  -1.62188
H  -0.56112  -0.04503  -1.42992
H  -1.20187  1.06882  1.45553
H  3.30707  0.53070  0.17600
H  -2.94320  0.74843  1.35972
H  -2.53967  -0.97645  -0.43487
H  -2.09440  1.50539  -0.00908
H  2.82577  -0.96303  -0.71656

***

No. 5
Formula: C8H7BrFN3OS
Source: the OMol25 dataset
Level of theory: ωB97M-V with the def2-TZVPD basis set

## Properties
Orbital gap (eV): 7.899
Calculated total energy (a.u.): -3620.4105
Spin multiplicity: 1
Lowest unoccupied orbital energy (eV): 0.190

Cartesian coordinates (Å):
Br  5.62237  -1.10546  0.07255
S  0.42152  -2.19379  -0.82844
F  5.42920  2.02224  0.06745
O  -1.12080  -3.01323  1.04628
N  0.50002  -0.46352  -0.48508
N  -3.16530  -0.57698  -0.14291
N  -1.04972  -2.62038  -0.34974
C  -0.72849  0.07834  -0.22642
C  2.82827  -0.56680  -0.32515
C  3.08855  2.18753  -0.38534
C  1.84765  1.58169  -0.38859
C  -1.85102  -0.59898  -0.10709
C  4.06731  0.00060  -0.00717
C  4.23520  1.39618  -0.03259
C  1.68963  0.16899  -0.38109
H  2.93390  -1.57919  -0.41090
H  -3.65970  -1.29655  0.34091
H  0.93826  2.32316  -0.56270
H  -0.82055  0.99862  0.16982
H  -3.57917  -0.11924  -0.92894
H  -0.23522  -3.39638  1.09201
H  3.08948  3.19114  -0.52157